No. 1
C11H20F3NO3Si in the gas phase. Source: OMol25; level of theory: the ωB97M-V functional and the def2-TZVPD basis.

Output
Molecular weight   299.365 g mol⁻¹
Energy above the lowest of the compared OMol25 structures with the same formula, charge and spin   0.0 kJ/mol
F_max   0.059 hartree/bohr
Charge   0
HOMO level   -0.37349 Ha
LUMO   0.57 eV
SMILES string   CC(C)C[C@H](NC(=O)C(F)(F)F)C(=O)O[Si](C)(C)C
Multiplicity   1

Positions of all 39 atoms, in Å:
Si1 -0.861 0.080 3.211
F1 -3.472 -0.795 -3.273
F2 -2.039 -2.002 -4.484
F3 -2.223 0.237 -4.667
O1 -0.341 -1.601 -2.784
O2 -1.459 1.665 0.464
O3 -0.026 0.306 1.758
N1 -1.105 0.309 -1.838
C1 3.523 1.027 -2.117
C2 2.118 0.301 -2.065
C3 1.223 0.863 -0.970
C4 -2.681 -0.097 2.638
C5 -1.183 -0.721 -2.795
C6 -0.371 -1.585 3.777
C7 -2.289 -0.822 -3.879
C8 2.411 -1.195 -1.968
C9 -0.602 1.456 4.409
C10 -0.132 0.180 -0.663
C11 -0.642 0.768 0.650
H1 1.575 0.366 -3.023
H2 4.272 0.591 -1.467
H3 -1.354 2.232 4.317
H4 -0.598 1.095 5.474
H5 1.164 1.921 -1.164
H6 4.023 1.178 -3.122
H7 -1.862 0.969 -1.716
H8 -2.885 -0.668 1.700
H9 0.364 1.895 4.219
H10 3.408 2.062 -1.808
H11 3.325 -1.476 -2.483
H12 2.626 -1.452 -0.914
H13 1.813 0.804 -0.099
H14 0.067 -0.894 -0.455
H15 -1.054 -1.835 4.651
H16 -2.941 0.869 2.241
H17 0.657 -1.688 4.019
H18 -3.307 -0.370 3.484
H19 -0.657 -2.189 2.953
H20 1.516 -1.788 -2.212

---

No. 2
A molecular structure, C31H35AsIrN7O8S2. Source: OMol25; level of theory: the ωB97M-V functional and the def2-TZVPD basis.

Output
Molecular weight   964.935 g mol⁻¹
Energy above the lowest of the compared OMol25 structures with the same formula, charge and spin   151.6 kJ/mol
F_max   0.009 hartree/bohr
Charge   0
HOMO level   -0.29823 Ha
LUMO   0.01 eV
Multiplicity   1

Positions of all 85 atoms, in Å:
Ir1 -0.220 0.735 -0.058
As1 1.545 -0.722 -2.812
S1 0.382 1.001 -2.305
S2 -0.365 0.543 5.652
O1 -2.810 -2.537 0.280
O2 -0.173 1.632 6.566
O3 3.696 -0.594 1.492
O4 0.682 2.419 0.824
O5 -0.447 -0.819 6.086
O6 2.044 0.211 0.201
O7 -0.361 0.972 2.054
O8 -1.545 -0.873 -0.493
N1 -4.518 3.219 -4.306
N2 0.423 -1.529 0.932
N3 -4.340 3.800 -3.092
N4 -1.927 1.803 -0.302
N5 -3.752 2.737 -1.033
N6 0.876 0.598 4.591
N7 -3.978 3.936 -5.206
C1 -2.332 2.736 0.623
C2 1.511 1.849 4.235
C3 -2.343 -0.146 3.903
C4 0.364 2.029 1.984
C5 -2.213 7.053 -4.283
C6 0.479 -3.110 3.117
C7 0.764 2.741 3.232
C8 1.518 -0.796 -4.737
C9 0.807 -2.382 -2.182
C10 -3.462 3.328 0.179
C11 -3.507 0.069 3.188
C12 -0.682 -3.036 2.353
C13 -2.845 0.950 -2.510
C14 -0.659 -2.200 1.246
C15 -2.441 6.957 -2.895
C16 -4.824 3.140 -1.914
C17 -2.793 1.812 -1.303
C18 -3.143 5.913 -2.337
C19 -5.509 1.463 2.589
C20 1.521 -1.560 1.650
C21 1.606 -2.370 2.775
C22 -1.845 0.857 4.722
C23 3.415 -0.747 -2.347
C24 -2.683 6.101 -5.155
C25 -3.676 2.273 4.115
C26 2.539 -0.562 1.091
C27 -2.499 2.073 4.825
C28 -3.397 5.033 -4.605
C29 -1.788 -1.878 0.297
C30 -3.621 4.951 -3.230
C31 -4.199 1.274 3.299
H1 1.055 -2.485 -1.128
H2 0.485 -0.797 -5.077
H3 -0.150 3.144 3.681
H4 -4.207 3.212 4.219
H5 -2.419 1.449 -3.381
H6 -5.518 0.932 1.637
H7 -4.092 4.080 0.618
H8 -2.514 6.161 -6.221
H9 -5.715 2.518 2.403
H10 3.538 -1.117 -1.335
H11 -1.822 2.890 1.558
H12 -3.888 -0.717 2.546
H13 -0.275 -2.365 -2.294
H14 1.248 -3.196 -2.759
H15 -3.298 5.843 -1.270
H16 -1.575 -3.589 2.610
H17 2.497 1.592 3.840
H18 -2.304 0.034 -2.309
H19 1.670 2.415 5.151
H20 3.820 0.261 -2.399
H21 2.508 -2.392 3.370
H22 -3.883 0.703 -2.735
H23 -5.398 2.282 -2.261
H24 -2.046 7.728 -2.248
H25 2.028 0.081 -5.130
H26 3.912 -1.406 -3.061
H27 0.496 -3.733 4.002
H28 2.026 -1.699 -5.073
H29 -5.480 3.798 -1.342
H30 -1.651 7.896 -4.660
H31 0.720 -0.038 3.819
H32 1.404 3.581 2.964
H33 -2.105 2.837 5.481
H34 -1.830 -1.095 3.838
H35 -6.332 1.073 3.191

---

No. 3
C2H4F2Si in the gas phase. Source: OMol25; level of theory: the ωB97M-V functional and the def2-TZVPD basis.

Output
Molecular weight   94.136 g mol⁻¹
Energy above the lowest of the compared OMol25 structures with the same formula, charge and spin   490.4 kJ/mol
F_max   0.092 hartree/bohr
Charge   0
HOMO level   -0.36075 Ha
LUMO   0.97 eV
SMILES string   F/C=C(/F)[SiH3]
Multiplicity   1

Positions of all 9 atoms, in Å:
Si1 1.396 -0.048 0.035
F1 -0.743 1.852 -0.060
F2 -1.438 -1.565 0.204
C1 -0.581 0.509 -0.049
C2 -1.602 -0.281 0.109
H1 1.888 -0.384 1.248
H2 -2.695 -0.023 0.021
H3 1.909 -1.177 -0.942
H4 1.867 1.117 -0.566

---

No. 4
3 unconnected molecules or ions with the total composition F2H2S. Source: OMol25; level of theory: the ωB97M-V functional and the def2-TZVPD basis.

Output
Molecular weight   72.079 g mol⁻¹
Energy above the lowest of the compared OMol25 structures with the same formula, charge and spin   400.9 kJ/mol
F_max   0.310 hartree/bohr
Charge   0
HOMO level   -0.37331 Ha
LUMO   -5.51 eV
Multiplicity   1

Positions of all 5 atoms, in Å:
S1 -0.376 -0.663 -1.262
F1 -0.374 0.597 1.757
F2 1.116 0.960 0.779
H1 -0.359 -1.853 -1.959
H2 -0.307 -1.550 -0.671

---

No. 5
C4H8N2S in the gas phase. Source: OMol25; level of theory: the ωB97M-V functional and the def2-TZVPD basis.

Output
Molecular weight   116.189 g mol⁻¹
Energy above the lowest of the compared OMol25 structures with the same formula, charge and spin   199.4 kJ/mol
F_max   0.052 hartree/bohr
Charge   0
HOMO level   -0.31011 Ha
LUMO   0.18 eV
SMILES string   C/N=C/N(C)C=S
Multiplicity   1

Positions of all 15 atoms, in Å:
S1 3.389 -0.946 -0.004
N1 0.947 0.102 -0.042
N2 -1.065 -1.056 0.019
C1 1.503 1.420 0.055
C2 -2.521 -0.786 0.047
C3 -0.438 0.019 -0.140
C4 1.749 -0.973 0.015
H1 0.667 2.235 0.178
H2 1.360 -1.984 -0.114
H3 2.059 1.640 -0.838
H4 -0.888 0.986 -0.497
H5 2.093 1.379 1.008
H6 -2.957 -1.325 0.846
H7 -3.124 -1.070 -0.870
H8 -2.773 0.360 0.338

---

No. 6
2 unconnected molecules or ions with the total composition C3H11NS. Source: OMol25; level of theory: the ωB97M-V functional and the def2-TZVPD basis.

Output
Molecular weight   93.195 g mol⁻¹
Energy above the lowest of the compared OMol25 structures with the same formula, charge and spin   155.7 kJ/mol
F_max   0.053 hartree/bohr
Charge   0
HOMO level   -0.29596 Ha
LUMO   0.96 eV
SMILES string   CNC.CS
Multiplicity   1

Positions of all 16 atoms, in Å:
S1 -1.954 0.777 -0.598
N1 1.286 0.368 -0.303
C1 1.387 -0.599 -1.417
C2 -2.918 0.492 0.925
C3 1.906 -0.082 0.945
H1 1.542 1.311 -0.610
H2 1.167 -1.669 -0.968
H3 -4.028 0.572 0.777
H4 -2.420 -0.302 -1.390
H5 -2.675 -0.537 1.396
H6 -2.572 1.365 1.605
H7 1.663 0.594 1.833
H8 1.562 -1.082 1.083
H9 0.595 -0.525 -2.208
H10 2.482 -0.592 -1.947
H11 2.980 -0.091 0.876

---

What did the first record say?
C11H20F3NO3Si in the gas phase. Source: OMol25; level of theory: the ωB97M-V functional and the def2-TZVPD basis.

Output
Molecular weight   299.365 g mol⁻¹
Energy above the lowest of the compared OMol25 structures with the same formula, charge and spin   0.0 kJ/mol
F_max   0.059 hartree/bohr
Charge   0
HOMO level   -0.37349 Ha
LUMO   0.57 eV
SMILES string   CC(C)C[C@H](NC(=O)C(F)(F)F)C(=O)O[Si](C)(C)C
Multiplicity   1

Positions of all 39 atoms, in Å:
Si1 -0.861 0.080 3.211
F1 -3.472 -0.795 -3.273
F2 -2.039 -2.002 -4.484
F3 -2.223 0.237 -4.667
O1 -0.341 -1.601 -2.784
O2 -1.459 1.665 0.464
O3 -0.026 0.306 1.758
N1 -1.105 0.309 -1.838
C1 3.523 1.027 -2.117
C2 2.118 0.301 -2.065
C3 1.223 0.863 -0.970
C4 -2.681 -0.097 2.638
C5 -1.183 -0.721 -2.795
C6 -0.371 -1.585 3.777
C7 -2.289 -0.822 -3.879
C8 2.411 -1.195 -1.968
C9 -0.602 1.456 4.409
C10 -0.132 0.180 -0.663
C11 -0.642 0.768 0.650
H1 1.575 0.366 -3.023
H2 4.272 0.591 -1.467
H3 -1.354 2.232 4.317
H4 -0.598 1.095 5.474
H5 1.164 1.921 -1.164
H6 4.023 1.178 -3.122
H7 -1.862 0.969 -1.716
H8 -2.885 -0.668 1.700
H9 0.364 1.895 4.219
H10 3.408 2.062 -1.808
H11 3.325 -1.476 -2.483
H12 2.626 -1.452 -0.914
H13 1.813 0.804 -0.099
H14 0.067 -0.894 -0.455
H15 -1.054 -1.835 4.651
H16 -2.941 0.869 2.241
H17 0.657 -1.688 4.019
H18 -3.307 -0.370 3.484
H19 -0.657 -2.189 2.953
H20 1.516 -1.788 -2.212